Molecular formula: C37H42IKN8O6PSe2
Method: DFT, wB97M-V/def2-TZVPD

Cartesian coordinates (Å):
K -0.071 -0.961 1.535
C 4.793 -1.701 1.577
C 3.689 -2.674 1.886
N 3.902 -3.530 2.848
C 2.962 -4.457 3.143
C 1.799 -4.579 2.435
C 0.778 -5.636 2.797
O 0.984 -6.222 4.071
C 1.535 -3.664 1.387
C 0.399 -3.936 0.508
N -0.385 -3.068 -0.011
C -1.299 -3.489 -0.986
C -0.885 -4.259 -2.075
C -1.763 -4.588 -3.096
C -3.077 -4.149 -3.051
C -3.510 -3.394 -1.968
C -2.632 -3.068 -0.947
I -3.349 -1.988 0.687
C 2.471 -2.634 1.098
O 2.302 -1.759 0.180
H 5.011 -1.090 2.454
H 4.519 -1.059 0.744
H 5.702 -2.246 1.314
H 3.186 -5.126 3.963
H 0.813 -6.465 2.085
H -0.229 -5.208 2.737
H 1.021 -5.506 4.715
H 0.231 -4.999 0.284
H 0.156 -4.555 -2.128
H -1.413 -5.176 -3.936
H -3.766 -4.388 -3.850
H -4.536 -3.055 -1.917
O -4.597 2.477 -6.364
N -3.748 1.640 -6.127
O -3.167 1.019 -6.997
C -3.326 1.458 -4.721
C -3.922 2.287 -3.833
C -3.612 2.238 -2.447
C -4.219 3.101 -1.508
C -3.866 2.993 -0.196
C -2.917 2.014 0.171
N -2.335 1.205 -0.689
C -2.670 1.316 -1.983
C -2.021 0.426 -2.939
N -1.113 -0.427 -2.429
C -0.497 -1.258 -3.233
C -0.750 -1.307 -4.609
C -1.665 -0.443 -5.151
C -2.339 0.477 -4.316
H -4.649 3.002 -4.190
H -4.942 3.834 -1.846
H -4.274 3.641 0.566
H -2.635 1.910 1.208
H 0.230 -1.922 -2.771
H -0.230 -2.021 -5.234
H -1.871 -0.465 -6.205
O -0.151 3.563 6.271
C -1.076 2.649 5.662
C -0.720 2.450 4.191
C -1.878 1.679 3.532
O -2.447 0.646 4.316
C -0.600 3.835 3.522
Se -0.429 3.873 1.542
C 0.613 1.699 4.066
Se 0.671 -0.219 4.594
H -0.138 3.370 7.210
H -2.098 3.038 5.748
H -1.029 1.680 6.162
H -1.505 1.282 2.578
H -2.688 2.379 3.297
H -1.693 0.050 4.530
H 0.256 4.357 3.942
H -1.490 4.418 3.772
H 1.361 2.222 4.662
H 0.914 1.786 3.026
C 2.710 3.459 -0.282
N 1.901 3.131 -1.548
C 2.860 2.617 -2.604
N 3.593 1.488 -2.140
C 4.309 1.832 -0.908
N 3.434 2.316 0.145
C 2.529 1.275 0.662
P 1.459 0.469 -0.633
C 0.826 2.111 -1.276
C 2.752 0.289 -1.952
H 1.982 3.788 0.468
H 3.385 4.267 -0.572
H 1.462 3.995 -1.864
H 3.538 3.442 -2.834
H 2.265 2.363 -3.482
H 5.040 2.612 -1.141
H 4.837 0.947 -0.557
H 1.851 1.759 1.369
H 3.100 0.520 1.196
H 0.164 2.531 -0.513
H 0.275 1.970 -2.209
H 2.261 0.056 -2.902
H 3.388 -0.556 -1.691

- Energy above the lowest of the compared OMol25 structures with the same formula, charge and spin: 124.0 kJ/mol
- LUMO: 0.689 eV
- E_tot: -8366.4356 Ha
- Net charge: -1
- HOMO: -3.713 eV
- Strongest force on any atom: 0.014 Eh/bohr
- Kohn-Sham gap: 4.4 eV